{"formula": "C39H44N5O6", "method": "ωB97M-V/def2-TZVPD", "symbols": ["C", "C", "N", "C", "C", "N", "C", "C", "H", "H", "H", "H", "H", "H", "H", "H", "H", "H", "H", "N", "C", "C", "C", "C", "C", "H", "H", "H", "H", "H", "N", "C", "C", "C", "C", "C", "H", "H", "H", "H", "H", "N", "C", "C", "C", "C", "C", "H", "H", "H", "H", "H", "C", "C", "C", "C", "C", "C", "O", "O", "H", "H", "H", "H", "H", "H", "C", "C", "C", "C", "C", "C", "O", "O", "H", "H", "H", "H", "H", "H", "C", "C", "C", "C", "C", "C", "O", "O", "H", "H", "H", "H", "H", "H"], "xyz": [[-2.08053, -2.60989, -0.20855], [-2.27053, -1.02489, 0.09545], [-0.99853, -0.26689, -0.12055], [-0.81753, 0.88211, -0.87355], [0.39947, 1.35311, -0.56155], [0.93547, 0.57311, 0.48345], [0.10847, -0.45089, 0.76845], [2.26647, 0.90511, 0.98145], [-1.66553, -2.69489, -1.19655], [-3.09953, -3.12589, -0.34655], [-1.47953, -3.16289, 0.59445], [-2.54353, -0.88889, 1.19845], [-3.09053, -0.70189, -0.55455], [-1.79053, 1.22911, -1.47055], [0.88647, 2.26411, -0.67155], [0.48547, -1.14389, 1.50345], [2.16947, 1.51911, 1.77845], [3.10047, 1.56511, 0.43045], [2.87147, -0.01189, 1.30845], [3.57147, 3.75711, -3.78955], [4.87547, 3.53111, -3.53555], [5.41147, 3.46811, -2.33255], [4.59747, 3.62411, -1.10455], [3.24347, 3.88611, -1.32055], [2.80447, 3.94411, -2.64255], [5.49347, 3.52211, -4.39955], [6.47947, 3.51911, -2.33155], [5.12647, 3.73811, -0.18955], [2.56847, 3.84211, -0.51355], [1.78847, 4.26311, -2.99055], [5.70947, -0.67789, 3.10345], [5.64547, 0.59611, 2.69145], [4.96247, 1.63611, 3.32445], [4.52047, 1.33711, 4.58845], [4.45347, 0.04911, 5.06045], [4.99447, -0.86689, 4.32945], [6.11747, 0.69711, 1.75245], [4.77347, 2.55811, 2.81845], [4.08747, 2.18211, 5.07345], [3.89347, -0.36789, 6.15845], [5.12347, -1.95189, 4.42245], [4.23847, -6.14189, 1.74545], [2.88447, -5.95789, 1.62945], [2.24947, -4.67389, 1.37945], [3.15547, -3.58189, 1.26945], [4.48147, -3.86889, 1.34545], [4.96247, -5.12789, 1.46245], [2.02447, -6.76489, 1.70745], [1.15047, -4.74489, 1.28345], [2.69547, -2.58589, 0.90945], [5.21047, -3.12189, 1.30345], [5.90147, -5.14989, 1.70645], [-5.38153, 0.58211, -5.94555], [-3.96253, 1.15611, -6.19355], [-3.31253, 1.72811, -5.04155], [-3.99153, 1.78611, -3.86055], [-5.32753, 1.42411, -3.68055], [-5.95853, 0.74711, -4.74555], [-7.31353, 0.44311, -4.56255], [-1.98853, 2.16611, -5.28455], [-5.63053, 0.12111, -6.87655], [-3.55153, 1.14611, -7.29555], [-3.80253, 2.18911, -2.85555], [-5.82253, 1.47811, -2.71055], [-7.86453, 1.25411, -4.34155], [-1.70853, 2.80611, -4.58355], [0.27947, 2.83311, 5.33945], [-0.19353, 2.91711, 6.78145], [-1.13853, 3.80511, 7.05145], [-1.65953, 4.73311, 6.09545], [-1.15353, 4.59611, 4.78145], [-0.17353, 3.66511, 4.38045], [0.29147, 3.46811, 3.06145], [-1.87153, 3.86111, 8.21845], [1.01647, 2.11711, 5.19945], [0.14647, 2.24711, 7.46145], [-2.64453, 5.29711, 6.24845], [-1.65453, 5.21611, 4.05845], [-0.05153, 3.97211, 2.40045], [-1.48453, 3.14811, 9.08045], [-5.05153, -3.44089, -4.03555], [-5.29053, -4.82289, -3.47755], [-4.19953, -5.55589, -3.02355], [-2.85953, -4.93789, -2.94255], [-2.60553, -3.73289, -3.51655], [-3.74253, -2.88489, -3.90755], [-3.43253, -1.59689, -4.46555], [-4.54453, -6.70689, -2.30355], [-5.88553, -3.06389, -4.33655], [-6.15653, -5.43189, -3.61055], [-2.04653, -5.68989, -2.51755], [-1.46153, -3.39889, -3.45655], [-3.89753, -1.41189, -5.23655], [-5.50053, -7.00289, -2.40355]], "atomic_forces_ev_per_a": [[-1.13, 0.55, 1.07], [0.07, -2.36, 1.24], [1.29, -1.23, 2.81], [-3.05, -0.70, -0.51], [0.10, -0.64, 1.96], [-0.44, 0.32, -2.53], [-0.33, 2.72, -2.91], [3.67, -1.82, -0.90], [0.63, -0.13, -0.22], [1.38, 0.94, 0.65], [-0.79, 0.89, -1.25], [0.16, -0.03, -1.69], [0.55, 0.48, 0.11], [2.90, -0.64, 1.11], [0.56, 1.29, -1.05], [-1.05, -0.69, -0.08], [-0.73, 1.58, 3.09], [-2.58, -1.72, -0.37], [-1.20, 1.10, -0.46], [-0.87, 0.37, 3.02], [-2.33, 0.44, -2.39], [-0.14, 0.77, 4.91], [1.07, 0.34, -3.96], [1.52, -1.18, -0.84], [-0.10, 0.17, -3.45], [0.49, -0.30, -0.68], [0.54, -0.44, 0.65], [-0.01, -0.30, 0.83], [-0.83, 0.72, 0.86], [0.67, -0.54, 1.10], [-1.87, 2.23, 2.30], [-0.18, -1.62, -0.40], [0.73, -1.58, 0.21], [-1.33, 2.04, -0.47], [-2.95, 0.28, 5.86], [4.27, -5.08, -5.45], [0.50, 0.67, -1.06], [0.30, 0.63, 0.16], [-0.44, 0.18, 0.88], [1.80, 1.85, -3.44], [-0.93, 0.41, 1.32], [-4.12, -3.01, -0.40], [-2.11, 0.90, -0.20], [2.27, -1.97, 0.33], [-3.54, 0.36, -1.31], [-0.48, 1.60, -0.88], [-3.30, 1.42, 0.90], [2.74, 0.87, 0.15], [0.81, 0.76, 0.01], [1.20, -1.30, 1.04], [0.84, 1.36, -0.22], [5.69, -0.90, 0.58], [6.07, 1.70, -2.45], [-2.27, -0.63, 1.44], [1.11, -0.60, -3.93], [-2.21, 0.69, 3.11], [0.72, -1.65, -1.97], [-2.49, 1.51, 1.80], [-0.78, 0.54, 0.07], [-1.01, 0.45, 1.56], [-1.51, -0.34, 0.09], [-0.61, -0.01, 2.70], [1.86, 0.39, -0.80], [0.15, 0.19, -0.36], [1.41, -1.43, -0.42], [-0.47, -0.81, -0.85], [-0.93, 0.48, 4.27], [1.19, 0.80, -6.08], [-3.08, 2.04, 1.22], [0.06, -1.25, -1.92], [-1.13, 0.85, 0.84], [-0.56, 0.37, -0.47], [1.68, -2.53, 3.69], [1.96, -3.08, 4.16], [1.25, -1.25, -0.71], [1.04, -1.93, 1.88], [1.98, -0.68, 0.09], [0.10, 0.17, -0.47], [-1.97, 2.67, -2.25], [-1.53, 3.26, -4.35], [5.95, -5.33, 4.13], [3.30, 2.31, -1.83], [-0.94, 1.53, 1.75], [-0.70, -4.52, 0.57], [0.69, 2.02, 0.70], [-0.19, -0.36, -2.25], [1.48, -2.13, 3.57], [0.34, -0.49, -0.56], [-4.54, 3.33, -2.20], [-1.09, 0.52, -0.06], [-1.54, 2.03, -0.98], [-2.93, -0.23, -0.54], [-1.59, 0.30, -2.06], [1.86, 1.04, -0.17]], "lowdin_charge": [-0.059, -0.132, -0.051, 0.003, -0.007, -0.073, 0.066, -0.003, 0.026, 0.103, 0.085, 0.141, 0.114, 0.182, 0.090, 0.160, 0.033, 0.143, 0.114, 0.076, -0.191, -0.062, -0.028, -0.114, -0.132, 0.105, 0.100, 0.087, 0.064, 0.111, 0.077, -0.176, -0.077, -0.096, -0.125, -0.170, 0.088, 0.097, 0.101, 0.200, 0.111, 0.081, -0.112, -0.072, -0.096, -0.096, -0.181, 0.132, 0.087, 0.103, 0.084, 0.066, 0.002, 0.052, -0.313, -0.068, -0.020, -0.353, -0.013, 0.002, 0.102, 0.151, 0.105, 0.121, 0.140, 0.112, 0.017, 0.012, -0.386, 0.016, -0.020, -0.307, 0.036, -0.050, 0.075, 0.073, 0.149, 0.102, 0.034, 0.257, 0.051, 0.005, -0.291, -0.061, -0.068, -0.226, -0.002, -0.016, 0.035, 0.097, 0.155, 0.155, 0.029, 0.133], "orbital_gap_ev": 7.1026, "charge": 1, "lumo_ev": -3.03, "de_lowest_kcal_mol": 37.5}

{"formula": "C39H45Br3N2OP2S2Sn", "method": "ωB97M-V/def2-TZVPD", "symbols": ["Sn", "C", "C", "C", "C", "C", "Br", "N", "C", "H", "H", "H", "H", "H", "H", "Br", "C", "Br", "H", "H", "C", "S", "C", "C", "C", "N", "P", "C", "C", "C", "C", "C", "C", "C", "C", "C", "C", "C", "C", "P", "C", "C", "C", "C", "C", "C", "C", "C", "C", "C", "C", "C", "H", "H", "H", "H", "H", "H", "H", "H", "H", "H", "H", "H", "H", "H", "H", "H", "H", "H", "H", "H", "H", "H", "H", "H", "H", "H", "H", "H", "H", "O", "S", "C", "C", "C", "C", "H", "H", "H", "H", "H", "H", "H", "H"], "xyz": [[-1.39660, -0.87256, -2.07429], [1.73268, -5.34364, 0.35073], [0.41473, -4.64882, 0.16901], [-0.79033, -5.24327, 0.55270], [-2.00002, -4.59685, 0.34844], [-1.94310, -3.34920, -0.23570], [-3.52086, -2.35502, -0.59717], [-0.82520, -2.74587, -0.60500], [0.33601, -3.39192, -0.41099], [1.73980, -5.93593, 1.26382], [2.55838, -4.63479, 0.38650], [1.91989, -6.02737, -0.47915], [-0.78542, -6.22444, 1.01208], [-2.94175, -5.04602, 0.63023], [1.23295, -2.87326, -0.73407], [-1.44753, 2.24132, -3.72863], [-3.19364, 1.82069, -4.42577], [-4.00183, 0.30486, -3.53117], [-3.09131, 1.56751, -5.47330], [-3.84418, 2.67179, -4.26674], [3.96377, 4.51570, 5.27989], [2.23306, 4.70703, 4.97426], [1.63909, 3.07131, 4.55393], [1.36360, 2.94194, 3.03793], [0.71766, 1.57406, 2.76455], [0.41764, 1.42299, 1.32880], [1.39565, 0.59508, 0.27068], [3.02610, 0.35918, 0.95745], [3.29123, -0.79478, 1.70238], [4.56803, -1.02126, 2.19026], [5.57991, -0.10786, 1.92143], [5.32137, 1.03622, 1.17246], [4.05001, 1.27236, 0.67651], [1.52507, 1.52531, -1.24878], [1.29413, 2.90204, -1.30328], [1.56948, 3.58805, -2.47565], [2.07014, 2.91127, -3.58356], [2.29323, 1.53976, -3.53204], [2.01250, 0.84191, -2.36887], [-1.27470, 1.48575, 0.71553], [-1.81240, 3.11328, 1.26560], [-2.19299, 3.40016, 2.58215], [-2.61533, 4.67542, 2.91857], [-2.67458, 5.66950, 1.94560], [-2.31137, 5.39066, 0.63639], [-1.88796, 4.11399, 0.29407], [-2.10467, 0.31631, 1.83819], [-1.46759, -0.80383, 2.37022], [-2.18098, -1.72300, 3.12954], [-3.54076, -1.54231, 3.34387], [-4.19130, -0.45123, 2.78106], [-3.47968, 0.47475, 2.03251], [4.30888, 5.42254, 5.77524], [4.47365, 4.41468, 4.31504], [4.14365, 3.63327, 5.89467], [0.69999, 2.97675, 5.10740], [2.34752, 2.32800, 4.91846], [2.28799, 3.04730, 2.46661], [0.66957, 3.72323, 2.72161], [-0.22368, 1.50294, 3.30827], [1.36562, 0.76649, 3.11011], [2.50255, -1.51265, 1.90153], [4.78058, -1.91370, 2.76265], [6.58196, -0.29555, 2.28370], [6.11918, 1.73288, 0.95321], [3.86026, 2.14818, 0.06837], [0.93623, 3.43639, -0.43240], [1.40552, 4.65635, -2.52342], [2.29801, 3.45876, -4.48832], [2.69707, 1.02315, -4.39184], [2.21335, -0.22439, -2.31954], [-2.20018, 2.62222, 3.33648], [-2.92531, 4.89164, 3.93213], [-3.02964, 6.65731, 2.20750], [-2.37532, 6.16127, -0.11943], [-1.62901, 3.88869, -0.73466], [-0.40666, -0.96830, 2.20667], [-1.67193, -2.57237, 3.56653], [-4.09211, -2.24529, 3.95343], [-5.25247, -0.31223, 2.93800], [-3.99764, 1.32957, 1.61301], [-1.56389, -2.37941, -3.49994], [-2.10755, -3.78937, -3.90401], [-2.70423, -3.62247, -5.59195], [-2.30365, -4.94400, -6.23732], [-0.84171, -5.20367, -5.85044], [-0.64390, -4.75282, -4.39137], [-2.18203, -2.76238, -6.01582], [-3.77705, -3.44119, -5.57437], [-2.43564, -4.88304, -7.31605], [-2.94743, -5.74981, -5.87973], [-0.17021, -4.64635, -6.50166], [-0.59950, -6.25885, -5.95264], [0.20062, -4.07825, -4.24724], [-0.56147, -5.58251, -3.69166]], "atomic_forces_ev_per_a": [[-0.03, -0.07, 0.05], [-0.03, 0.00, -0.03], [0.02, -0.01, 0.03], [-0.02, 0.00, -0.01], [0.05, 0.02, 0.01], [0.08, -0.04, 0.05], [-0.12, 0.13, -0.01], [-0.09, -0.14, -0.13], [0.00, 0.07, 0.04], [0.01, 0.01, 0.01], [0.01, 0.00, 0.00], [-0.01, -0.01, 0.00], [0.01, -0.01, 0.00], [-0.01, 0.01, 0.01], [0.00, 0.00, -0.01], [-0.04, 0.00, -0.02], [0.09, 0.11, -0.04], [-0.03, -0.14, 0.11], [-0.02, 0.00, 0.02], [0.00, -0.03, 0.00], [0.03, 0.02, 0.06], [-0.08, 0.08, 0.00], [0.02, -0.04, -0.06], [-0.06, -0.02, 0.05], [0.10, 0.28, -0.06], [-0.34, -0.46, 0.01], [0.24, 0.58, 0.17], [-0.03, -0.18, -0.06], [-0.01, 0.03, 0.10], [-0.03, -0.01, -0.01], [0.01, 0.03, -0.01], [0.00, 0.00, -0.01], [0.00, -0.03, 0.01], [0.03, -0.10, -0.04], [0.00, 0.00, 0.01], [-0.02, 0.00, 0.00], [0.00, 0.01, 0.01], [-0.03, -0.01, 0.01], [0.04, -0.01, -0.01], [0.20, -0.06, -0.03], [-0.14, 0.02, 0.06], [0.02, 0.05, -0.02], [0.02, -0.01, -0.01], [-0.01, 0.01, 0.01], [0.02, 0.00, -0.01], [0.05, 0.00, 0.03], [-0.04, 0.04, -0.04], [0.01, -0.05, -0.03], [0.01, 0.01, -0.03], [-0.01, 0.00, -0.03], [0.01, 0.00, 0.01], [0.01, -0.01, 0.04], [0.00, 0.01, -0.01], [0.01, -0.04, -0.01], [0.01, -0.01, 0.00], [-0.01, -0.01, 0.02], [0.02, 0.01, -0.01], [0.02, -0.03, 0.03], [0.03, 0.02, -0.04], [0.02, -0.08, 0.03], [0.02, 0.01, -0.03], [0.00, -0.01, -0.02], [0.00, 0.00, 0.01], [0.01, 0.00, 0.01], [0.02, 0.00, 0.00], [-0.01, -0.01, -0.03], [-0.04, -0.01, 0.00], [0.02, 0.01, 0.00], [0.00, 0.01, -0.01], [-0.01, -0.01, -0.01], [0.03, 0.02, 0.01], [-0.02, -0.02, 0.00], [-0.02, 0.01, 0.01], [0.02, 0.01, 0.00], [-0.01, 0.01, -0.01], [-0.01, -0.01, -0.02], [0.00, 0.02, 0.03], [0.01, 0.00, 0.02], [-0.01, -0.02, 0.00], [-0.01, 0.01, 0.01], [0.00, 0.01, 0.02], [0.19, 0.07, -0.24], [-0.11, -0.08, 0.12], [-0.09, 0.01, -0.08], [0.06, -0.02, 0.05], [-0.06, 0.01, -0.01], [0.05, 0.01, -0.03], [0.03, -0.02, -0.01], [0.00, 0.03, 0.03], [-0.01, -0.01, 0.00], [-0.02, 0.00, -0.01], [-0.02, 0.03, 0.01], [0.05, 0.02, -0.02], [0.01, -0.03, 0.00], [-0.04, 0.00, 0.01]], "lowdin_charge": [1.065, -0.013, -0.220, 0.041, -0.041, -0.725, 0.869, -0.125, -0.081, 0.100, 0.084, 0.104, 0.146, 0.132, 0.123, 0.631, -0.959, 0.616, 0.022, 0.022, -0.282, 1.212, -0.402, -0.204, -0.234, -0.402, 1.065, -0.364, -0.099, -0.043, -0.022, -0.038, -0.070, -0.416, -0.104, -0.066, -0.047, -0.050, -0.119, 1.025, -0.395, -0.106, -0.047, -0.032, -0.045, -0.102, -0.413, -0.128, -0.069, -0.050, -0.051, -0.105, 0.075, 0.086, 0.081, 0.108, 0.106, 0.112, 0.109, 0.105, 0.119, 0.101, 0.124, 0.129, 0.125, 0.114, 0.098, 0.128, 0.131, 0.126, 0.108, 0.107, 0.121, 0.126, 0.121, 0.080, 0.083, 0.116, 0.123, 0.125, 0.118, -0.816, 1.045, -0.290, -0.205, -0.188, -0.275, 0.116, 0.109, 0.137, 0.129, 0.126, 0.129, 0.098, 0.096], "orbital_gap_ev": [4.5773, 5.6495], "charge": 4, "lumo_ev": [-13.03, -11.94]}

| no. | calculated total energy (eV) |
| --- | --- |
| 1 | -60873.650 |
| 2 | -302371.374 |